[1]
Here is C41H34BrN5NiS as an isolated structure from the Open Molecules 2025 dataset. Energies are from wB97M-V/def2-TZVPD.

XYZ file:
```
83
Properties=species:S:1:pos:R:3:forces:R:3
Ni 0.034417 -0.155110 -0.036542 0.28 -0.32 0.18
C -4.919831 1.728690 3.635491 0.02 0.02 -0.02
C -4.591483 0.428267 4.382391 0.09 0.00 0.00
C -5.126723 -0.761411 3.573826 0.00 -0.04 0.01
C -5.297593 0.450995 5.736820 -0.04 0.01 0.00
C -3.071455 0.298156 4.526440 -0.06 0.00 0.05
C -2.427332 0.208782 5.771364 0.06 -0.02 -0.02
C -1.050368 0.078351 5.883820 -0.06 0.01 -0.03
C -0.293202 0.040280 4.720715 0.03 -0.05 0.04
S 1.419854 -0.142446 4.484060 0.03 0.00 0.00
C 1.167961 -0.050819 2.747298 0.24 -0.12 -0.24
N -0.061362 0.094077 2.390011 -0.23 0.27 0.19
C -0.916123 0.138565 3.473514 0.02 -0.02 -0.07
C -2.295497 0.263872 3.379547 -0.07 0.06 -0.05
C 2.251887 -0.150228 1.746103 -0.15 0.02 0.12
C 3.586460 -0.120757 2.152934 0.03 -0.02 0.00
C 4.602107 -0.217625 1.218382 -0.03 -0.01 -0.01
C 4.268907 -0.350616 -0.125154 -0.03 -0.02 0.02
C 2.937479 -0.379586 -0.522828 -0.02 -0.05 -0.07
C 1.884066 -0.278468 0.387275 -0.11 0.20 0.29
H -6.001399 1.831320 3.516389 0.01 0.00 0.00
H -4.470624 1.746292 2.639653 -0.03 -0.01 0.04
H -4.551213 2.595693 4.188325 0.00 0.00 0.00
H -6.210096 -0.677883 3.456895 0.01 0.00 0.00
H -4.907244 -1.703708 4.080001 0.00 0.00 -0.01
H -4.682998 -0.804250 2.577623 -0.01 0.01 0.00
H -6.375144 0.534596 5.582618 0.01 0.00 0.00
H -4.981565 1.302290 6.343281 0.00 -0.01 0.00
H -5.113126 -0.464317 6.302535 -0.01 0.00 0.00
H -3.009700 0.234577 6.681261 0.00 0.00 0.00
H -0.586157 0.006549 6.858625 -0.01 -0.01 0.00
H -2.742393 0.333581 2.394088 0.04 -0.02 0.04
H 3.832591 -0.017076 3.205169 0.00 0.00 -0.01
H 5.638264 -0.192878 1.529448 0.00 0.00 0.00
H 5.054981 -0.433828 -0.867053 -0.01 -0.01 0.00
H 2.715291 -0.502950 -1.578860 -0.02 0.04 0.01
Br 0.247754 -4.235590 -6.875823 0.00 -0.06 -0.06
C 0.213678 -2.874058 -5.566896 -0.01 0.09 0.01
C 0.029777 -1.556048 -5.963796 0.02 -0.03 0.05
C -0.001566 -0.557467 -5.006721 -0.08 0.07 -0.17
C 0.147294 -0.869626 -3.658447 0.00 0.25 0.32
C 0.335861 -2.190817 -3.281636 0.06 -0.23 0.00
C 0.371030 -3.201536 -4.233035 -0.01 0.06 0.09
N 0.131424 0.071707 -2.588540 -0.03 -0.30 -0.44
C 0.128704 1.312962 -2.794603 0.07 0.37 0.20
C 0.205781 2.273180 -1.662133 -0.01 -0.20 -0.25
C 0.210803 3.627615 -1.944213 0.03 0.24 0.05
C 0.365075 4.538501 -0.909303 -0.01 -0.01 -0.15
C 0.538256 4.053353 0.371859 0.03 -0.06 0.07
C 0.509573 2.680910 0.574441 0.03 0.02 0.08
N 0.318167 1.805919 -0.409074 -0.20 -0.10 -0.25
H -0.088241 -1.314272 -7.010610 -0.01 -0.01 -0.01
H -0.155093 0.461311 -5.339819 -0.01 -0.02 0.05
H 0.465896 -2.417500 -2.230745 -0.04 0.01 -0.01
H 0.515118 -4.229545 -3.931467 0.01 0.00 -0.01
H 0.131629 1.773942 -3.788243 -0.01 0.00 0.05
H 0.097275 3.956795 -2.968947 0.01 0.01 0.01
H 0.364645 5.602506 -1.105710 0.00 0.00 -0.01
H 0.688604 4.715417 1.212833 0.00 -0.01 0.01
H 0.619156 2.254012 1.562187 -0.02 0.01 0.00
C -5.191461 2.479629 -0.476680 0.00 -0.07 -0.01
C -5.423655 1.152928 -0.828644 -0.01 0.05 0.02
C -4.402325 0.221341 -0.781348 -0.04 -0.07 -0.14
C -3.125169 0.611261 -0.386121 0.30 -0.14 0.04
C -2.893059 1.928763 -0.028119 -0.04 0.14 0.07
C -3.923533 2.861391 -0.072774 0.06 -0.03 -0.02
N -2.032266 -0.334432 -0.267789 -0.10 0.16 -0.13
N -2.429444 -1.516968 -0.293490 0.04 -0.20 0.16
C -1.426292 -2.466450 -0.056346 -0.21 0.04 -0.06
C -1.838828 -3.799017 -0.011672 0.00 -0.01 -0.03
C -0.915597 -4.771141 0.315682 0.08 0.04 0.01
C 0.393270 -4.379666 0.601169 -0.06 -0.06 -0.01
C 0.783148 -3.047875 0.530476 0.05 0.03 -0.12
C -0.114294 -2.031717 0.184766 0.05 0.08 0.04
H -5.996129 3.202362 -0.510678 0.00 0.00 0.00
H -6.412477 0.839763 -1.138227 0.00 0.01 -0.01
H -4.581242 -0.809781 -1.049328 0.01 0.01 0.01
H -1.920395 2.221079 0.329190 0.07 -0.01 0.01
H -3.727034 3.885313 0.219243 -0.01 0.00 0.01
H -2.871965 -4.042034 -0.228790 0.00 0.01 0.03
H -1.202496 -5.813390 0.361053 0.01 0.00 0.01
H 1.121863 -5.131344 0.883827 0.00 0.00 -0.02
H 1.819241 -2.802368 0.733676 -0.01 -0.01 0.03
```
Forces are in eV/Å.

The energy above the lowest of the compared OMol25 structures with the same formula, charge and spin is 0.00 kcal per mole. The value obtained for the LUMO energy is -0.69 eV. For the total energy, the calculation gives -6337.054140 Ha.

Atom charges from the Löwdin analysis, given in e for atoms 1 to 4: Ni 0.32; C -0.04; C -0.56; C -0.04


[2]
Here is C41H34FN3O2OsS as an isolated structure from the Open Molecules 2025 dataset. Energies are from wB97M-V/def2-TZVPD.

XYZ file:
```
83
Properties=species:S:1:pos:R:3:forces:R:3
Os -0.535553 -0.737885 -0.871610 0.61 -0.69 -0.40
C -1.172809 -4.206124 1.671662 -0.04 -0.02 0.03
C -0.857410 -3.463879 0.582791 -0.01 0.04 0.00
N -1.175754 -2.123087 0.490889 0.11 0.03 0.10
C -1.856859 -1.521261 1.514101 -0.04 -0.02 -0.03
C -2.242207 -2.263416 2.663267 0.00 -0.01 -0.02
C -1.874247 -3.614473 2.748861 0.01 -0.01 -0.01
C -2.994912 -1.602342 3.654118 -0.04 0.07 0.00
C -3.432372 -0.274668 3.486148 0.02 -0.04 0.03
C -3.068291 0.445342 2.390349 0.00 -0.02 -0.02
C -2.198659 -0.140479 1.399319 -0.01 0.01 -0.02
N -1.706557 0.476199 0.301558 -0.17 0.23 0.22
C -1.720026 1.798224 -0.085444 0.03 -0.04 -0.08
C -2.136406 2.909622 0.627101 0.02 0.02 0.01
C -2.175102 4.181988 0.029785 -0.01 -0.01 0.03
C -1.793286 4.377338 -1.266037 0.01 -0.02 -0.02
C -1.275631 3.288543 -2.009112 0.01 -0.01 0.00
C -0.818334 3.412926 -3.338364 0.00 0.02 0.02
C -0.309555 2.328362 -3.994740 0.01 -0.02 -0.01
C -0.210249 1.110798 -3.311213 0.04 0.03 0.02
N -0.612140 0.969881 -2.063040 0.05 0.10 0.04
C -1.194592 2.024683 -1.405213 0.01 -0.06 0.01
H -0.893350 -5.249748 1.697818 0.00 0.00 0.00
H -0.338865 -3.880545 -0.268513 0.03 0.03 0.00
H -2.143948 -4.187404 3.625148 0.01 -0.01 0.00
H -3.278345 -2.155361 4.540703 -0.01 0.00 0.00
H -4.081927 0.172509 4.226442 -0.01 -0.02 0.01
H -3.491500 1.422700 2.239799 0.02 0.02 -0.04
H -2.409423 2.826681 1.664444 -0.02 -0.01 0.01
H -2.523732 5.019537 0.619264 0.00 -0.01 0.01
H -1.852662 5.354371 -1.726961 0.02 0.00 0.00
H -0.877198 4.378012 -3.826664 -0.01 0.00 0.01
H 0.042612 2.393679 -5.013822 0.00 -0.01 0.00
H 0.226210 0.236319 -3.773844 -0.02 0.01 -0.01
S 0.784897 -2.212816 -2.070896 -0.19 0.12 0.15
C 2.064623 -1.484003 -3.047478 -0.03 0.03 -0.03
C 2.623236 -0.232811 -2.789663 0.04 -0.06 0.07
C 3.621881 0.263143 -3.616175 0.01 0.02 0.01
C 4.079000 -0.478896 -4.696292 -0.01 0.00 -0.01
C 3.537934 -1.734233 -4.943519 0.01 0.00 0.02
C 2.538682 -2.235607 -4.125538 -0.01 0.03 0.00
H 2.299593 0.342255 -1.930343 -0.05 0.06 -0.02
H 4.051030 1.233920 -3.401553 0.00 0.00 0.01
H 4.858698 -0.087258 -5.336649 0.00 0.00 0.01
H 3.897866 -2.326922 -5.774869 -0.01 0.00 -0.01
H 2.113959 -3.213788 -4.314115 0.00 0.01 -0.01
F -6.910988 1.129770 -0.467800 0.01 0.01 0.01
C -5.783542 0.498155 -0.870411 0.00 0.00 0.01
C -5.031886 1.053322 -1.884375 0.02 0.00 -0.02
C -3.877850 0.395353 -2.288520 0.00 0.02 0.01
C -3.464744 -0.795149 -1.689900 -0.01 -0.08 -0.08
C -2.167315 -1.442405 -2.064366 -0.29 0.26 0.21
C -4.271259 -1.329265 -0.683322 -0.02 -0.02 -0.02
C -5.428190 -0.689578 -0.263882 0.00 -0.01 0.00
H -5.352819 1.976670 -2.348088 0.00 0.00 0.00
H -3.281511 0.822214 -3.088545 -0.02 -0.01 -0.01
H -1.924195 -1.237436 -3.108564 0.01 0.00 -0.01
H -2.221295 -2.523546 -1.940853 0.00 -0.01 -0.02
H -3.979826 -2.260972 -0.211845 -0.02 -0.01 -0.01
H -6.051574 -1.100588 0.519129 0.00 0.00 0.00
C 5.670305 -0.275862 4.909461 -0.02 0.00 -0.01
C 4.658409 -0.054425 3.816584 0.02 0.00 0.00
C 3.762395 1.003910 3.872981 0.00 0.00 0.00
C 2.823766 1.217884 2.869173 -0.01 0.04 -0.01
C 1.854902 2.367902 2.957334 0.01 0.00 0.00
C 2.783258 0.336144 1.791895 -0.01 -0.04 0.02
C 3.660695 -0.746724 1.715833 -0.01 -0.01 0.00
C 3.594989 -1.712769 0.563461 -0.01 -0.01 0.02
C 4.595037 -0.917777 2.728400 0.00 0.01 0.01
C 1.774849 0.553620 0.697475 -0.27 0.29 0.02
O 1.835196 1.524441 -0.048460 0.04 -0.03 -0.14
O 0.841532 -0.343451 0.657149 0.18 -0.21 -0.01
H 5.715018 0.578677 5.583945 0.00 0.00 0.00
H 6.666883 -0.434419 4.495080 0.00 0.00 0.00
H 5.419015 -1.157887 5.502242 0.00 0.00 0.00
H 3.797191 1.686069 4.716144 0.00 0.00 0.00
H 2.055875 2.978254 3.837074 0.00 -0.01 0.01
H 0.827105 2.000657 3.025927 -0.01 0.00 -0.01
H 1.914865 2.996052 2.068858 0.00 0.00 0.00
H 3.547076 -1.190880 -0.394385 0.02 -0.02 0.01
H 2.699969 -2.334351 0.631532 -0.01 0.01 -0.01
H 4.469181 -2.363238 0.554056 0.00 0.00 -0.01
H 5.291171 -1.748424 2.667644 0.00 0.00 -0.01
```
Forces are in eV/Å.

The energy above the lowest of the compared OMol25 structures with the same formula, charge and spin is 1.01 kcal per mole. The value obtained for the LUMO energy (alpha / beta) is -0.70 / -2.52 eV. For the total energy, the calculation gives -2486.283370 Ha. The multiplicity is 5.

Atom charges from the Löwdin analysis, given in e for atoms 1 to 4: Os 1.39; C -0.08; C -0.14; N -0.12


[3]
Here is C41H35As2BrN4O4S2W as an isolated structure from the Open Molecules 2025 dataset. Energies are from wB97M-V/def2-TZVPD.

XYZ file:
```
90
Properties=species:S:1:pos:R:3:forces:R:3
W -0.860751 0.608506 -0.461242 0.15 -0.22 0.74
C 0.238731 -0.688986 4.766938 -0.02 0.01 -0.04
C 0.764509 0.460118 4.370233 0.01 -0.08 0.05
As 1.766961 0.905589 -0.275096 -0.27 -0.25 -0.42
C 2.866076 1.604994 1.112909 0.00 0.04 0.03
C 2.327913 2.570735 1.955735 -0.04 -0.02 0.03
C 3.146650 3.167271 2.904281 0.02 0.00 0.01
C 4.481271 2.799043 2.996305 -0.01 0.01 0.01
C 5.015261 1.845671 2.135072 0.00 -0.02 -0.01
C 4.211171 1.247005 1.179676 0.01 0.03 0.04
C 2.733923 1.071333 -1.919996 0.09 0.12 -0.02
C 3.315847 2.318968 -2.131581 0.01 -0.01 -0.01
C 3.965472 2.568614 -3.330960 -0.01 -0.01 0.01
C 4.028151 1.585046 -4.307745 0.00 0.01 0.00
C 3.441698 0.346325 -4.090090 0.00 -0.01 0.00
C 2.787865 0.083533 -2.895138 0.01 0.00 0.00
As 0.833542 -1.288685 0.092368 0.39 0.24 0.14
C 0.712701 -2.330810 -1.488931 0.03 -0.01 -0.03
C 1.612934 -3.277717 -1.807507 -0.02 0.03 0.00
C 1.485929 -4.198030 -2.910237 0.00 0.00 0.00
C 0.318266 -4.721288 -3.349489 0.03 -0.01 -0.01
C -0.981095 -4.439395 -2.789635 -0.02 0.00 0.01
C -1.352391 -3.259726 -2.280170 0.00 0.00 -0.01
C 1.631006 -2.307380 1.511878 -0.25 -0.12 0.01
C 1.209244 -3.624823 1.670789 -0.06 0.00 0.01
C 1.767066 -4.395935 2.679163 0.00 0.00 0.00
C 2.730317 -3.851385 3.518382 0.01 0.02 0.00
C 3.142439 -2.535586 3.351741 0.00 -0.04 0.01
C 2.592696 -1.754239 2.346653 0.05 0.02 -0.05
H -0.660333 -0.731599 5.370215 0.00 0.02 0.00
H 0.706436 -1.635452 4.522304 -0.01 -0.01 0.01
H 1.683573 0.489910 3.798923 0.01 0.04 -0.02
H 0.327618 1.416912 4.633957 0.00 -0.01 0.02
H 1.291794 2.871435 1.854681 0.01 0.01 -0.01
H 2.746095 3.928338 3.560169 0.00 0.00 0.00
H 5.117289 3.268892 3.734557 0.00 0.00 0.00
H 6.061134 1.578133 2.202115 0.00 0.00 0.00
H 4.625895 0.518955 0.492957 0.00 0.00 -0.01
H 3.253639 3.096975 -1.381177 -0.01 0.00 0.01
H 4.416592 3.536478 -3.502137 0.00 0.00 0.00
H 4.537701 1.784429 -5.240802 0.00 0.00 0.00
H 3.499965 -0.422452 -4.849361 0.00 0.00 0.00
H 2.349244 -0.889210 -2.728475 -0.01 0.00 0.00
H 2.499962 -3.381419 -1.189780 0.00 0.00 0.00
H 2.407362 -4.607976 -3.306142 0.00 0.00 0.00
H 0.372089 -5.519612 -4.080291 0.00 0.00 0.00
H -1.695888 -5.254423 -2.777581 0.00 0.00 0.00
H -2.319027 -3.142519 -1.800025 0.00 0.00 0.00
H 0.461968 -4.052771 1.012740 0.00 -0.01 0.00
H 1.450166 -5.422022 2.807851 0.00 0.00 0.00
H 3.165093 -4.457116 4.302002 0.00 0.00 0.00
H 3.897423 -2.115384 4.002795 0.00 0.00 0.00
H 2.928283 -0.735937 2.212647 -0.01 -0.01 0.00
N -4.149178 1.171312 -2.777067 -0.05 -0.02 0.07
C -4.668642 2.038524 -1.834800 0.01 -0.01 -0.03
C -5.726611 2.939928 -1.911611 -0.01 0.01 0.02
C -5.966470 3.686896 -0.782931 0.00 -0.01 -0.02
C -5.180484 3.542237 0.377222 0.01 0.00 0.01
C -4.140060 2.646453 0.446779 0.00 0.02 0.02
C -3.887573 1.875314 -0.688046 -0.03 -0.04 0.07
N -2.933129 0.896346 -0.953934 0.04 0.02 -0.35
C -3.120696 0.516983 -2.213432 0.04 -0.03 -0.23
C -2.230623 -0.475390 -2.809576 -0.23 0.12 -0.07
C -2.564338 -0.880623 -4.183290 0.09 -0.12 0.09
S -1.826195 -1.890491 -5.190499 0.03 0.00 -0.05
C -0.462252 -2.047507 -2.378557 -0.06 -0.10 -0.02
N -1.240667 -0.838385 -2.019903 0.17 0.20 0.07
H -4.481729 1.081380 -3.722796 0.00 0.00 0.00
H -6.318849 3.052672 -2.809055 0.00 0.00 0.00
H -6.770632 4.409382 -0.785042 0.00 0.00 0.00
H -5.398988 4.166344 1.232765 0.00 0.00 0.00
H -3.529793 2.572342 1.331892 0.01 -0.01 0.00
H -3.441083 -0.364493 -4.563250 -0.02 -0.02 0.01
H -0.096281 -1.944712 -3.406572 -0.01 0.00 -0.01
O 0.639006 3.833591 -1.011399 0.02 -0.03 0.04
S -0.652840 3.242639 -1.129432 0.08 0.02 -0.10
O -1.759886 4.007071 -1.580807 0.02 0.01 0.02
O -0.549137 1.906555 -1.962756 -0.16 0.18 -0.18
O -1.009448 2.506873 0.222284 0.05 0.06 -0.01
Br -4.566214 -2.768341 2.356716 0.01 -0.01 0.00
C -3.495476 -1.235670 2.457046 0.21 0.04 0.17
C -3.633930 -0.312913 3.487271 -0.02 0.03 0.03
C -2.801746 0.791858 3.496950 -0.01 -0.01 0.00
C -1.895625 0.976816 2.468415 0.04 -0.04 0.02
N -1.772781 0.091546 1.469909 -0.15 0.16 0.19
C -2.529930 -1.015902 1.499567 -0.17 -0.20 -0.22
H -4.374527 -0.463738 4.261419 0.00 0.01 0.00
H -2.864020 1.527243 4.286809 -0.01 -0.01 0.00
H -1.274562 1.858508 2.412565 0.01 0.00 -0.01
H -2.382085 -1.731980 0.700696 -0.02 0.02 -0.02
```
Forces are in eV/Å.

The energy above the lowest of the compared OMol25 structures with the same formula, charge and spin is 107.38 kcal per mole. The value obtained for the LUMO energy (alpha / beta) is -7.25 / -7.77 eV. Its net charge is +2. For the total energy, the calculation gives -10011.844518 Ha. The multiplicity is 3.

Atom charges from the Löwdin analysis, given in e for atoms 1 to 4: W 1.36; C -0.04; C -0.07; As 1.15